Entry from the OMol25 dataset: a 2-piece molecular cluster, C3H8N2O2 overall (ωB97M-V with the def2-TZVPD basis set).

Bonds (Å) are listed after each position.
CARTESIAN COORDINATES (ANGSTROEM)
1 O -0.093 1.453 2.008  C7 1.212
2 O -0.417 -1.187 1.032  C5 1.392, H12 0.973
3 N 0.134 0.004 -0.922  C5 1.481, C6 1.265
4 N -0.653 -2.285 -0.913  C5 1.435, H10 1.015, H11 1.017
5 C 0.148 -1.306 -0.234  O2 1.392, N3 1.481, N4 1.435, H8 1.106
6 C 1.176 0.709 -0.778  N3 1.265, H14 1.100, H15 1.093
7 C -0.653 2.069 1.127  O1 1.212, H9 1.103, H13 1.105
8 H 1.195 -1.661 -0.192  C5 1.106
9 H -1.364 1.590 0.433  C7 1.103
10 H -0.558 -2.175 -1.918  N4 1.015
11 H -1.620 -2.083 -0.673  N4 1.017
12 H -0.120 -0.371 1.472  O2 0.973
13 H -0.444 3.142 0.966  C7 1.105
14 H 2.041 0.401 -0.173  C6 1.100
15 H 1.229 1.701 -1.234  C6 1.093

Summary:
Frontier orbital gap ... 0.3690 Ha
Energy relative to the best compared isomer or geometry (same formula, charge and spin) ... 2.731 eV
Maximum force ... 0.66 eV/Å
SMILES ... C=N[C@H](N)O.C=O
E_LUMO ... 0.4 eV
E_tot ... -10314.2217 eV
HOMO level ... -9.6 eV

Atomic partial charges in e from the natural (NBO) method, atoms 1 to 8:
1. O -0.54
2. O -0.72
3. N -0.44
4. N -0.83
5. C 0.36
6. C -0.06
7. C 0.29
8. H 0.12

***

Entry from the OMol25 dataset: a 2-piece molecular cluster, C3H8N2O2 overall at a distorted geometry (ωB97M-V with the def2-TZVPD basis set).

Bonds (Å) are listed after each position.
CARTESIAN COORDINATES (ANGSTROEM)
1 O -0.575 -1.724 -1.437  C6 1.213
2 O 0.476 -0.626 -3.194  C6 1.177
3 N 1.994 0.124 0.219  C7 1.497, H13 1.003, H14 1.077
4 N -0.339 -0.226 0.544  C5 1.453, C7 1.475, H8 1.008, H15 1.029
5 C -1.504 0.402 1.143  N4 1.453, H9 1.021, H11 1.128, H12 1.158
6 C 0.008 -0.947 -2.163  O1 1.213, O2 1.177
7 C 0.639 0.457 -0.322  N3 1.497, N4 1.475, H10 1.140
8 H 0.248 -0.729 1.191  N4 1.008
9 H -2.227 0.572 0.442  C5 1.021
10 H 0.439 1.579 -0.367  C7 1.140
11 H -1.323 1.408 1.619  C5 1.128
12 H -1.907 -0.267 1.998  C5 1.158
13 H 2.129 0.727 1.010  N3 1.003
14 H 2.673 0.202 -0.613  N3 1.077
15 H -0.733 -0.951 -0.071  N4 1.029

Summary:
Frontier orbital gap ... 0.2945 Ha
Energy relative to the best compared isomer or geometry (same formula, charge and spin) ... 3.527 eV
Maximum force ... 4.46 eV/Å
E_LUMO ... 0.6 eV
E_tot ... -10313.4255 eV
HOMO level ... -7.4 eV

Atomic partial charges in e from the natural (NBO) method, atoms 1 to 8:
1. O -0.67
2. O -0.56
3. N -0.90
4. N -0.57
5. C -0.41
6. C 0.98
7. C -0.27
8. H 0.42

***

Entry from the OMol25 dataset: a 2-piece molecular cluster, C3H8N2O2 overall at a distorted geometry (ωB97M-V with the def2-TZVPD basis set).

Bonds (Å) are listed after each position.
CARTESIAN COORDINATES (ANGSTROEM)
1 O 0.175 0.869 1.343  C5 1.406, H11 0.966
2 O -1.986 -0.179 -1.101  H8 0.965, H9 1.169
3 N -0.482 -1.757 1.041  C7 1.337, H10 1.007, H13 1.011
4 N 1.971 1.930 -0.722  C6 1.272, H15 1.023
5 C 0.291 0.304 0.061  O1 1.406, C6 1.465, C7 1.416
6 C 1.332 0.835 -0.823  N4 1.272, C5 1.465, H12 1.088
7 C 0.019 -1.084 0.000  N3 1.337, C5 1.416, H14 1.078
8 H -2.895 0.074 -0.901  O2 0.965
9 H -1.100 0.471 -0.702  O2 1.169
10 H -1.005 -2.602 0.876  N3 1.007
11 H 1.014 1.276 1.596  O1 0.966
12 H 1.499 0.257 -1.730  C6 1.088
13 H -0.764 -1.203 1.838  N3 1.011
14 H 0.150 -1.613 -0.930  C7 1.078
15 H 1.783 2.422 0.155  N4 1.023

Summary:
Frontier orbital gap ... 0.3232 Ha
Energy relative to the best compared isomer or geometry (same formula, charge and spin) ... 3.299 eV
Maximum force ... 3.93 eV/Å
SMILES ... [H]/N=C\C(O)=C\N.O
E_LUMO ... 0.4 eV
E_tot ... -10313.6531 eV
HOMO level ... -8.4 eV

Atomic partial charges in e from the natural (NBO) method, atoms 1 to 8:
1. O -0.72
2. O -1.04
3. N -0.75
4. N -0.64
5. C -0.08
6. C 0.10
7. C 0.19
8. H 0.47